{"formula": "C8H9BNO4", "method": "ωB97M-V with the def2-TZVPD basis set", "symbols": ["B", "C", "C", "C", "C", "C", "C", "C", "C", "N", "O", "O", "O", "O", "H", "H", "H", "H", "H", "H", "H", "H", "H"], "coordinates": [[1.887, -1.368, -0.089], [-3.232, -0.058, 0.881], [-3.094, 0.091, -0.504], [-2.000, -0.139, 1.604], [-1.916, 0.367, -1.111], [-0.812, 0.139, 1.013], [-0.760, 0.473, -0.342], [3.027, 1.301, 0.084], [0.659, 0.748, -0.956], [1.760, -0.014, -0.371], [4.011, 0.756, 0.571], [2.645, 2.411, -0.179], [3.067, -1.817, 0.507], [0.924, -2.350, -0.346], [-4.139, -0.114, 1.331], [-3.944, -0.050, -1.033], [-2.081, -0.355, 2.631], [-1.615, 0.437, -2.077], [0.118, 0.087, 1.425], [0.599, 0.635, -2.079], [0.951, 1.846, -0.826], [3.693, -1.046, 0.665], [0.253, -1.984, -0.800]], "forces_ev_per_angstrom": [[1.271, -0.690, 0.683], [2.234, 0.244, 0.316], [2.097, 0.658, -2.253], [1.676, 0.318, 0.358], [-2.041, -0.461, 1.933], [-2.995, -0.635, 1.377], [4.094, 1.000, -1.061], [-0.042, -2.163, 0.208], [-0.971, -0.162, -0.031], [0.006, 4.066, -0.304], [-0.457, 0.270, -0.247], [-0.107, -0.122, -0.058], [0.334, 0.575, 0.072], [3.733, -1.687, 2.254], [-2.462, -0.113, 1.268], [-2.513, -0.366, -2.099], [0.296, -0.373, 1.214], [-0.672, 0.146, -3.458], [2.180, -0.217, 1.930], [-0.100, -0.101, 0.729], [-0.568, -1.205, -0.075], [-1.139, -0.813, -0.362], [-3.853, 1.830, -2.395]], "mulliken_spin": [-0.004, 0.623, 0.173, 0.154, 0.152, 0.168, 0.476, 0.006, -0.019, 0.050, -0.002, 0.005, 0.000, 0.005, 0.036, 0.023, 0.011, 0.009, 0.045, 0.019, 0.069, -0.001, 0.002], "multiplicity": 3, "gap_ev": [5.10, 5.47], "lumo_ev": [3.3, 0.4], "charge": -1, "s_squared": 2.006, "e_tot_ha": -690.84918}


{"formula": "C21H36P2PdSe", "method": "ωB97M-V with the def2-TZVPD basis set", "symbols": ["P", "P", "C", "C", "H", "H", "H", "H", "C", "H", "H", "H", "C", "H", "H", "H", "C", "H", "H", "H", "C", "H", "H", "H", "Pd", "C", "C", "C", "C", "C", "C", "C", "C", "C", "H", "H", "H", "H", "H", "H", "H", "H", "H", "H", "H", "H", "H", "H", "H", "Se", "C", "C", "C", "C", "C", "C", "H", "H", "H", "H", "H"], "coordinates": [[0.195, -1.482, -1.707], [-0.093, 1.600, -1.605], [-0.173, -0.603, -3.306], [0.365, 0.836, -3.240], [-1.265, -0.592, -3.410], [0.235, -1.147, -4.166], [1.460, 0.830, -3.285], [0.003, 1.441, -4.080], [-1.740, 2.349, -1.938], [-2.010, 2.987, -1.092], [-2.488, 1.556, -2.014], [-1.741, 2.944, -2.859], [0.988, 3.082, -1.518], [0.946, 3.676, -2.438], [2.017, 2.762, -1.334], [0.668, 3.698, -0.673], [-0.880, -2.967, -1.789], [-0.647, -3.688, -0.998], [-0.758, -3.442, -2.766], [-1.922, -2.649, -1.695], [1.863, -2.202, -1.998], [2.611, -1.405, -1.962], [1.923, -2.719, -2.962], [2.084, -2.906, -1.192], [0.000, 0.000, 0.000], [0.576, 1.765, -7.279], [-0.739, 1.806, -7.032], [-1.862, 0.985, -7.609], [-1.486, -0.336, -8.316], [-0.764, -1.306, -7.411], [0.540, -1.366, -7.116], [1.685, -0.509, -7.591], [1.334, 0.858, -8.218], [0.040, -1.490, 1.504], [1.198, 2.455, -6.709], [-1.071, 2.544, -6.301], [-2.440, 1.609, -8.309], [-2.557, 0.753, -6.789], [-2.417, -0.805, -8.654], [-0.909, -0.126, -9.218], [-1.407, -2.033, -6.915], [0.844, -2.152, -6.424], [2.289, -1.084, -8.309], [2.346, -0.335, -6.730], [2.278, 1.348, -8.486], [0.795, 0.712, -9.156], [0.703, -1.185, 2.320], [0.357, -2.482, 1.158], [-0.975, -1.586, 1.914], [-0.638, 1.781, 1.705], [-0.180, 0.949, 3.374], [-1.143, 0.205, 4.067], [-0.825, -0.383, 5.295], [0.454, -0.222, 5.836], [1.415, 0.528, 5.148], [1.099, 1.114, 3.918], [-2.137, 0.083, 3.655], [-1.570, -0.960, 5.827], [0.699, -0.674, 6.788], [2.403, 0.656, 5.571], [1.844, 1.698, 3.393]], "forces_ev_per_angstrom": [[-0.333, -0.940, -0.753], [0.411, 0.713, -0.756], [0.135, -0.190, 0.097], [-0.134, 0.072, 0.188], [0.084, -0.015, 0.002], [-0.079, 0.107, 0.032], [-0.083, 0.014, 0.016], [0.060, -0.090, 0.072], [0.149, -0.100, -0.023], [0.001, -0.054, -0.087], [0.065, 0.089, -0.013], [0.002, -0.046, 0.120], [-0.113, 0.052, -0.303], [0.045, 0.048, 0.098], [-0.131, 0.024, -0.039], [0.036, -0.050, -0.089], [0.053, 0.050, -0.478], [0.004, 0.277, -0.101], [-0.050, -0.210, 0.039], [0.136, -0.055, 0.095], [-0.138, 0.129, 0.036], [-0.046, -0.090, -0.028], [-0.028, 0.052, 0.113], [-0.025, 0.098, -0.073], [0.157, 0.437, 0.610], [-0.372, -0.006, 0.121], [0.394, -0.008, -0.044], [-0.028, -0.137, -0.109], [-0.011, 0.164, 0.017], [0.370, -0.011, 0.137], [-0.399, 0.011, -0.073], [0.024, 0.141, -0.095], [0.017, -0.162, 0.004], [0.219, -0.631, 0.450], [-0.089, -0.060, -0.058], [0.057, -0.062, -0.090], [0.104, -0.094, 0.127], [0.094, 0.028, -0.100], [0.139, 0.062, 0.044], [-0.120, -0.065, 0.123], [0.097, 0.067, -0.049], [-0.055, 0.066, -0.096], [-0.107, 0.086, 0.128], [-0.085, -0.018, -0.098], [-0.143, -0.065, 0.034], [0.114, 0.056, 0.133], [-0.063, -0.152, -0.060], [-0.052, 0.068, 0.062], [0.122, -0.041, -0.028], [-0.249, -0.123, 0.833], [-0.035, 0.296, 0.534], [0.323, 0.061, 0.229], [0.464, 0.366, -0.344], [-0.048, 0.186, -0.394], [-0.641, -0.113, -0.246], [-0.272, -0.248, 0.261], [0.026, 0.001, -0.018], [-0.006, 0.011, -0.041], [0.008, 0.002, -0.008], [0.011, 0.013, -0.033], [0.011, -0.013, -0.027]], "mulliken_spin": [0.104, 0.051, 0.001, -0.008, 0.008, 0.009, 0.002, 0.007, 0.004, 0.001, 0.001, 0.001, 0.032, -0.002, -0.006, 0.006, 0.016, 0.001, 0.006, -0.001, 0.003, 0.002, 0.005, 0.001, 0.554, 0.000, 0.000, 0.000, 0.000, 0.001, 0.004, 0.000, 0.000, 0.300, 0.000, 0.000, 0.000, 0.000, 0.000, 0.000, 0.000, -0.002, 0.000, 0.001, 0.000, 0.000, -0.008, -0.026, -0.022, 0.967, 0.011, -0.004, 0.004, 0.008, 0.002, -0.016, -0.009, -0.001, 0.001, 0.000, -0.008], "multiplicity": 3, "relative_energy_kj_mol": 0.0, "gap_ev": [4.62, 5.59], "lumo_ev": [0.6, -1.9], "s_squared": 2.012, "e_tot_ha": -4033.67814}


{"formula": "C14H24N2S5Y", "method": "ωB97M-V with the def2-TZVPD basis set", "symbols": ["Y", "C", "C", "S", "C", "C", "S", "C", "C", "S", "C", "C", "S", "H", "H", "H", "H", "H", "H", "H", "H", "H", "H", "H", "H", "H", "H", "H", "H", "C", "C", "C", "C", "N", "C", "S", "N", "C", "H", "H", "H", "H", "H", "H", "H", "H"], "coordinates": [[-0.376, 0.035, 0.130], [3.055, 0.430, 1.452], [3.180, -0.933, 0.790], [1.626, -1.884, 0.686], [1.296, -2.425, 2.396], [-0.162, -2.840, 2.540], [-1.371, -1.502, 2.281], [-1.140, -0.480, 3.780], [-1.716, 0.912, 3.586], [-0.967, 1.871, 2.239], [0.656, 2.362, 2.889], [1.535, 2.822, 1.736], [1.925, 1.525, 0.515], [4.028, 0.922, 1.469], [2.697, 0.343, 2.477], [3.901, -1.552, 1.325], [3.532, -0.852, -0.239], [1.562, -1.624, 3.085], [1.948, -3.276, 2.596], [-0.345, -3.244, 3.537], [-0.437, -3.625, 1.834], [-0.080, -0.446, 4.027], [-1.667, -0.991, 4.585], [-1.617, 1.488, 4.506], [-2.780, 0.882, 3.344], [1.109, 1.542, 3.446], [0.502, 3.193, 3.579], [2.488, 3.206, 2.101], [1.065, 3.620, 1.159], [-2.725, 1.052, -5.882], [-2.020, 0.604, -4.659], [-1.111, -0.433, -4.594], [-0.536, -0.764, -3.375], [-0.851, -0.076, -2.251], [-1.727, 0.942, -2.312], [-2.090, 1.809, -0.880], [-2.291, 1.258, -3.498], [0.432, -1.887, -3.241], [-2.346, 0.537, -6.760], [-2.611, 2.130, -6.021], [-3.795, 0.840, -5.788], [-0.855, -0.981, -5.489], [-2.953, 2.030, -3.508], [0.738, -2.272, -4.210], [-0.031, -2.707, -2.685], [1.324, -1.563, -2.701]], "forces_ev_per_angstrom": [[-0.256, 0.273, 0.357], [-0.070, -0.038, -0.023], [-0.084, 0.039, 0.051], [0.156, -0.115, -0.166], [-0.011, 0.060, 0.023], [0.048, -0.009, 0.022], [-0.022, -0.070, 0.000], [0.012, 0.024, -0.068], [0.001, -0.042, 0.035], [-0.045, -0.049, 0.025], [0.079, 0.007, 0.006], [-0.017, -0.001, 0.032], [0.252, -0.024, 0.014], [0.014, -0.012, 0.003], [0.012, 0.008, 0.000], [0.027, 0.017, -0.001], [0.009, -0.014, 0.000], [-0.020, -0.016, 0.006], [-0.034, -0.019, 0.002], [0.023, 0.004, -0.003], [0.021, 0.018, -0.012], [-0.002, 0.011, 0.010], [0.004, 0.016, 0.018], [-0.011, 0.016, -0.008], [-0.004, -0.021, 0.017], [-0.009, -0.002, -0.008], [0.000, 0.007, -0.013], [-0.007, 0.006, 0.005], [0.000, 0.004, 0.013], [0.007, -0.015, -0.013], [-0.018, 0.026, 0.022], [0.001, -0.002, 0.014], [-0.011, -0.014, -0.026], [0.024, -0.086, -0.118], [-0.001, -0.022, 0.036], [-0.048, 0.010, -0.241], [-0.009, 0.008, -0.019], [-0.001, 0.006, 0.008], [-0.001, 0.002, 0.000], [0.003, 0.001, 0.001], [0.000, 0.001, 0.001], [-0.007, 0.006, -0.006], [0.003, 0.002, 0.003], [-0.004, 0.001, -0.003], [0.002, -0.001, 0.000], [-0.006, -0.003, 0.001]], "nbo_charge": [1.674, -0.516, -0.521, 0.180, -0.515, -0.529, 0.201, -0.510, -0.538, 0.231, -0.532, -0.517, 0.195, 0.281, 0.226, 0.284, 0.267, 0.227, 0.282, 0.285, 0.270, 0.224, 0.281, 0.283, 0.273, 0.224, 0.282, 0.282, 0.274, -0.688, 0.402, -0.306, 0.376, -0.681, 0.318, -0.165, -0.504, -0.666, 0.277, 0.277, 0.286, 0.280, 0.465, 0.277, 0.265, 0.241], "multiplicity": 1, "gap_ev": 8.49, "lumo_ev": -9.8, "charge": 3, "e_tot_ha": -2685.85543}